Entry 1:
Molecular formula: C19H62N2O21
Method: DFT, ωB97M-V with the def2-TZVPD basis set

The geometry in XYZ format:
```
104
C19H62N2O21 ωB97M-V with the def2-TZVPD basis set
C 1.810 -11.187 -8.508
O 1.923 -11.436 -9.697
N 1.077 -10.117 -8.040
N 2.367 -11.986 -7.545
H 0.374 -9.717 -8.632
H 0.937 -10.004 -7.052
H 2.733 -12.888 -7.851
H 2.089 -11.884 -6.588
C 2.650 -12.474 -12.739
C 2.772 -13.454 -13.863
O 1.938 -13.165 -14.980
O 1.350 -12.531 -12.137
H 2.925 -11.459 -13.046
H 3.386 -12.788 -11.981
H 2.498 -14.466 -13.567
H 3.834 -13.488 -14.143
H 2.202 -12.341 -15.400
H 1.418 -11.966 -11.350
C -1.258 -12.707 -8.503
C -0.500 -13.985 -8.788
O -0.555 -14.394 -10.165
O -2.660 -12.877 -8.615
H -0.901 -11.885 -9.145
H -1.065 -12.392 -7.478
H -0.939 -14.806 -8.220
H 0.534 -13.892 -8.454
H -0.184 -13.707 -10.740
H -2.915 -13.286 -9.456
C 2.711 -16.779 -6.791
C 1.413 -17.540 -6.909
O 1.486 -18.593 -7.862
O 2.898 -15.885 -7.880
H 3.555 -17.474 -6.746
H 2.653 -16.161 -5.892
H 0.668 -16.811 -7.241
H 1.066 -17.933 -5.951
H 1.460 -19.422 -7.380
H 2.758 -16.384 -8.713
C 1.509 -16.830 -11.757
C 2.583 -17.794 -11.317
O 2.988 -17.682 -9.961
O 0.341 -16.976 -10.938
H 1.298 -17.047 -12.811
H 1.816 -15.783 -11.651
H 3.439 -17.706 -11.993
H 2.182 -18.801 -11.488
H 2.360 -18.271 -9.502
H 0.112 -16.067 -10.672
C 0.102 -15.209 -3.641
C -0.837 -14.818 -4.744
O -0.212 -14.012 -5.729
O 0.621 -14.020 -3.020
H 0.939 -15.753 -4.097
H -0.371 -15.815 -2.870
H -1.702 -14.259 -4.356
H -1.295 -15.700 -5.199
H 0.438 -13.465 -5.273
H 1.580 -14.036 -3.042
C -6.414 -13.909 -9.803
C -6.379 -15.290 -9.206
O -5.761 -16.274 -9.995
O -7.255 -13.136 -8.893
H -6.830 -13.923 -10.811
H -5.428 -13.455 -9.700
H -7.345 -15.645 -8.851
H -5.791 -15.218 -8.273
H -4.903 -15.930 -10.289
H -6.991 -12.215 -8.969
C -5.082 -10.510 -10.857
C -4.365 -11.393 -11.828
O -4.161 -10.760 -13.082
O -6.443 -10.432 -11.288
H -4.615 -9.526 -10.918
H -5.071 -10.961 -9.863
H -4.793 -12.395 -11.932
H -3.393 -11.591 -11.349
H -5.010 -10.724 -13.535
H -6.908 -9.825 -10.705
C -2.650 -13.437 -14.192
C -1.214 -13.231 -13.841
O -0.603 -14.511 -13.632
O -3.332 -14.287 -13.301
H -2.696 -13.819 -15.223
H -3.125 -12.460 -14.249
H -1.144 -12.587 -12.953
H -0.653 -12.757 -14.650
H 0.336 -14.357 -13.771
H -2.876 -15.139 -13.326
C -0.852 -9.396 -11.469
C 0.170 -9.218 -12.569
O 0.562 -7.836 -12.642
O -2.067 -8.737 -11.792
H -0.437 -8.914 -10.580
H -1.024 -10.459 -11.262
H -0.295 -9.427 -13.537
H 1.061 -9.795 -12.338
H -0.207 -7.313 -12.386
H -2.589 -9.350 -12.326
O -3.909 -10.458 -7.475
H -3.292 -10.343 -6.748
H -3.455 -11.056 -8.090
O -3.353 -14.906 -10.465
H -3.411 -14.583 -11.381
H -2.411 -15.106 -10.318
```

The strongest force on any atom is 1.88 eV/A. The value obtained for the orbital gap is 9.00 eV. As for the net charge: 0. As for the energy above the lowest of the compared OMol25 structures with the same formula, charge and spin: 0.0 kcal/mol. Its multiplicity is 1. The LUMO energy is -0.23 eV.

***

Entry 2:
Molecular formula: C19H62N4O12
Method: DFT, ωB97M-V with the def2-TZVPD basis set

The geometry in XYZ format:
```
97
C19H62N4O12 ωB97M-V with the def2-TZVPD basis set
C -3.216 -1.375 1.700
C -4.141 -0.893 0.605
O -3.609 0.185 -0.194
H -2.111 -1.381 1.511
H -3.639 -2.324 1.994
H -3.330 -0.713 2.547
H -5.149 -0.611 0.813
H -4.306 -1.714 -0.087
H -3.682 -0.187 -1.091
C -1.169 2.209 -1.982
C -2.128 3.350 -2.058
O -1.806 4.001 -3.252
H -0.128 2.572 -1.782
H -1.221 1.626 -2.891
H -1.467 1.665 -1.163
H -2.005 3.927 -1.123
H -3.165 2.989 -2.072
H -2.546 4.621 -3.476
C 4.023 -2.556 0.602
C 4.368 -1.292 1.398
O 5.638 -1.410 1.953
H 4.132 -3.509 1.161
H 4.553 -2.712 -0.283
H 3.004 -2.559 0.231
H 3.683 -1.276 2.183
H 4.234 -0.447 0.805
H 6.240 -1.357 1.242
C 1.973 -3.031 -2.360
C 2.632 -4.394 -2.632
O 1.689 -5.411 -2.388
H 1.186 -2.941 -3.068
H 2.607 -2.165 -2.439
H 1.568 -3.075 -1.371
H 3.512 -4.494 -2.005
H 2.973 -4.505 -3.679
H 1.682 -5.643 -1.458
C -0.087 0.322 1.047
C 0.793 -0.629 0.278
O 1.306 -0.037 -0.928
H -1.068 0.386 0.627
H 0.321 1.314 1.052
H -0.090 0.008 2.098
H 0.321 -1.555 -0.001
H 1.741 -0.892 0.766
H 1.787 0.744 -0.748
C -0.017 -3.735 3.194
C 1.179 -3.250 2.397
O 2.400 -3.892 2.701
H 0.188 -3.489 4.195
H -0.161 -4.747 2.976
H -0.868 -3.197 2.889
H 1.343 -2.193 2.542
H 0.879 -3.383 1.336
H 3.050 -3.243 3.085
C -1.724 -1.272 -2.410
C -2.849 -1.078 -3.370
O -4.051 -0.986 -2.723
H -1.482 -0.416 -1.845
H -0.814 -1.443 -2.921
H -1.790 -2.133 -1.812
H -2.806 -1.864 -4.092
H -2.702 -0.172 -3.897
H -4.685 -1.103 -3.464
C -0.172 4.091 2.481
O -0.312 3.096 3.377
N 0.902 4.878 2.334
N -1.054 4.405 1.557
H 1.598 4.676 3.110
H 1.293 5.190 1.417
H -1.729 3.575 1.409
H -0.872 5.044 0.756
C 0.778 0.107 -4.805
O 0.874 -1.267 -4.962
N 0.603 0.873 -5.797
N 1.065 0.705 -3.642
H 0.470 0.566 -6.755
H 0.375 1.891 -5.725
H 1.244 0.202 -2.779
H 1.208 1.737 -3.617
C -3.294 2.147 2.501
O -3.281 2.415 1.165
H -4.263 1.769 2.751
H -2.887 2.900 3.198
H -2.586 1.337 2.670
H -3.312 1.558 0.696
C 2.440 3.340 -0.233
O 2.912 2.144 -0.680
H 2.537 4.104 -1.007
H 3.039 3.644 0.567
H 1.397 3.289 0.113
H 3.646 2.356 -1.228
C -0.715 0.643 5.464
O -0.040 1.840 5.701
H -1.187 0.660 4.469
H -1.412 0.558 6.240
H -0.013 -0.187 5.399
H -0.208 2.446 4.988
```

The strongest force on any atom is 9.60 eV/A. The value obtained for the orbital gap is 8.89 eV. As for the net charge: 0. As for the energy above the lowest of the compared OMol25 structures with the same formula, charge and spin: 5.6 kcal/mol. Its multiplicity is 1. The LUMO energy is -0.07 eV.

***

HOMO energy, record by record: -9.234, -8.956 eV
E_tot, record by record: -2450.595023, -1882.826597 hartree